The following is a DFT calculation (ωB97M-V/def2-TZVPD) of a cluster of 2 separate species, C13H29BNO8P in total.

Geometry (Å):
O  2.007102  -5.494022  2.393220
N  0.176852  -2.705742  1.808778
H  1.788428  -1.666620  2.808075
O  3.552131  -0.658655  0.467725
H  -2.260206  2.163404  -0.372115
H  0.139082  -3.657615  2.142881
O  0.610076  -5.910345  0.376966
H  1.487971  -3.842562  -3.034731
O  3.183647  -6.025783  0.173845
B  2.324379  -3.781829  -1.289637
H  0.875775  2.127416  -2.468251
O  1.473731  -1.468751  0.242610
H  -2.311540  3.899283  -0.193580
H  -1.115181  -0.782317  3.000733
H  0.131577  -0.212413  4.100509
H  -0.016589  3.177921  -0.420675
H  -0.712016  1.955035  3.466614
H  -0.237277  2.659375  1.911112
H  -2.003151  4.482350  -3.398886
C  -3.256088  5.723374  -2.162059
H  -3.199031  6.588005  -2.824419
H  0.475739  -5.755695  -0.572881
C  0.716185  -1.851661  2.892552
H  0.590695  -2.419995  3.814802
H  1.380665  0.499216  1.881740
C  0.847434  -2.715375  0.518159
O  1.242408  -3.947020  -2.107221
H  -2.984011  2.295995  -2.705852
H  -4.110034  3.116619  -1.653977
C  -0.630733  3.188304  -1.324897
H  -0.202728  0.459384  1.179392
H  4.237333  -3.918619  -1.137094
H  -2.529089  5.875358  -1.363150
C  -0.053339  -0.546244  3.076259
H  0.093565  -2.902028  -0.242846
C  -2.989667  4.431922  -2.930331
P  2.038658  -5.365772  0.813454
H  0.994257  2.387850  3.112491
H  -0.341087  1.078899  -1.741466
C  0.322706  0.589377  2.125304
H  -3.709883  4.351764  -3.748545
H  -0.733306  2.037695  -3.174084
C  -0.185267  2.043190  -2.230509
H  -4.251905  5.710518  -1.714408
O  3.570735  -3.729244  -1.811166
H  -0.429001  4.143559  -1.816808
C  2.048427  -3.640328  0.310021
H  1.177194  -5.872778  2.715699
C  2.791542  -1.552511  0.516862
C  -2.098745  3.102529  -0.911880
C  -3.098211  3.176262  -2.067193
O  3.111825  -2.826550  0.858033
C  0.067965  1.985868  2.710820

Forces on atoms 1 to 6 (eV/Å):
-0.6 0.0 0.0
0.5 0.3 0.1
0.1 0.1 -0.1
0.6 0.8 0.1
0.0 0.0 0.0
-0.2 0.0 -0.1

- maximum force (eV Å⁻¹) = 1.46
- Kohn-Sham gap (eV) = 9.64
- highest occupied orbital energy (Eh) = -0.3515

Atomic partial charges in e from the natural (NBO) method, atoms 1 to 8:
1. O -0.970
2. N -0.647
3. H 0.181
4. O -0.547
5. H 0.200
6. H 0.361
7. O -0.991
8. H 0.512

***

The following is a DFT calculation (ωB97M-V/def2-TZVPD) of a structure of composition C13H29BaF6O10.

Geometry (Å):
H  -4.060717  4.350818  1.906201
C  3.542323  -4.757012  1.181071
O  3.205363  -3.371642  1.278161
O  -0.390417  0.164338  6.137061
C  -0.042297  -2.040082  -6.132929
O  -2.722847  -2.279712  -0.562719
H  -4.701607  3.733738  3.493771
O  -0.297857  0.351088  -5.011979
H  0.318233  -0.091482  -6.907959
C  -3.965257  -1.882432  -1.188989
H  -3.805617  -0.875302  -1.574089
O  5.896543  1.466478  -0.028839
H  -2.025457  -0.443202  7.179611
H  3.900673  -4.953702  2.191511
F  1.236593  -2.365812  -5.745259
H  -1.785777  -2.819632  6.461641
H  2.590373  -5.285992  1.135491
H  -4.481277  1.817988  2.875711
H  -1.187407  0.216168  -8.749719
O  -3.814867  2.275688  2.358021
H  -4.148007  -2.556852  -2.025559
H  0.974063  0.918108  7.390141
H  -2.983617  4.074578  3.195221
H  -1.717477  -1.424122  -8.512579
H  7.219903  0.623298  -1.425039
O  0.792343  1.976418  5.759271
H  -1.954007  -1.777522  5.092101
H  -0.540277  -1.300572  7.640621
F  -1.305457  1.320378  8.893481
F  -0.728477  -2.788782  -5.292189
F  -1.882487  2.480188  7.096811
H  7.963253  3.068738  -0.941939
H  -2.672607  -3.227312  -0.417349
H  -4.834677  -1.964212  -0.536669
C  -3.901707  3.685578  2.754891
H  -0.292867  -2.345272  5.460281
H  4.051643  -2.970032  1.068111
H  -3.470067  1.003628  -8.861799
C  6.569633  1.484108  -1.269279
C  -1.866357  -0.402522  -8.162899
F  -0.129737  -2.563002  -7.393289
H  4.123953  -5.032522  0.301351
C  -0.839927  2.030968  7.785781
H  5.835793  1.237908  -2.036729
C  -3.294867  -0.045942  -8.625609
O  -1.675317  -0.157072  -6.750749
C  0.160623  1.321428  6.787021
H  -3.549157  -0.642882  -9.501459
O  6.411603  4.038948  -1.820929
C  -0.372687  -0.475862  -6.157639
F  -0.132327  3.009448  8.373871
H  -4.014597  -0.301542  -7.847949
Ba  0.465943  0.944238  1.024221
C  -1.098817  -0.878272  6.805281
H  7.786553  2.609058  -2.606749
C  -1.258037  -2.063112  5.880881
H  0.465603  5.817048  0.212211
C  7.219103  2.858778  -1.710219
O  1.214833  5.204258  0.079291

Forces on atoms 1 to 6 (eV/Å):
-0.5 -0.4 -0.2
-1.7 0.4 1.2
0.5 -0.2 -1.0
-1.6 -1.5 -0.3
1.1 0.8 0.8
-0.5 0.7 0.2

- maximum force (eV Å⁻¹) = 4.78
- total charge = -3
- Kohn-Sham gap (eV) = 2.09
- highest occupied orbital energy (Eh) = 0.0757

Atomic partial charges in e from the natural (NBO) method, atoms 1 to 8:
1. H 0.175
2. C -0.270
3. O -0.716
4. O -0.578
5. C 0.915
6. O -0.733
7. H 0.155
8. O -0.873

***

The following is a DFT calculation (ωB97M-V/def2-TZVPD) of a cluster of 3 separate species, C13H29F2N3O7S in total.

Geometry (Å):
H  4.769895  -5.140234  3.118936
H  0.091440  5.277728  0.459883
O  2.855169  1.322620  4.352136
C  -1.172604  0.373077  -1.336675
C  0.985228  0.982282  1.084631
F  2.049502  3.089097  2.788432
H  -2.187014  3.077678  -0.942463
H  -4.636318  -3.760676  -2.983734
H  -1.208623  -0.628230  -1.822645
H  -6.281643  -3.076592  -2.979549
C  5.497961  -4.339224  2.978400
O  -2.479613  3.587150  1.091454
H  -5.053394  -2.429786  -5.131978
N  5.561627  -3.984598  1.572591
O  0.870092  0.086174  0.023579
C  -2.072270  4.924421  0.845337
O  6.175597  -6.087910  0.950119
C  -1.952904  2.721138  0.086121
H  -2.751102  1.228645  1.413881
C  5.907991  -4.937490  0.675021
C  -5.253653  -2.926921  -2.642450
F  2.807722  -0.384649  1.416468
H  5.342519  -2.509995  0.093760
H  -5.237739  -2.895687  -1.554071
O  4.202883  1.707520  2.357425
C  5.253403  -2.625697  1.173123
H  -2.775960  5.642857  1.308215
H  -1.709583  1.059512  -2.014489
H  0.002799  1.064132  1.610078
C  -4.679765  -1.534053  -4.640346
H  1.238376  2.019713  0.763166
H  5.208000  -3.474384  3.571795
N  1.940284  0.423363  2.111558
C  -2.592180  1.319447  0.315099
O  -3.877207  0.383471  -2.823275
H  -0.269197  4.273519  1.901183
H  -0.849431  2.743705  0.196163
H  -3.611005  1.285100  -0.130868
H  0.573352  1.791602  -1.225044
H  -3.646718  -1.354348  -4.943468
O  -1.778755  0.212780  -0.055074
H  5.947741  -1.940006  1.663939
C  -4.316355  -0.673617  -2.414623
C  0.353200  0.705610  -1.146980
H  0.889417  0.232134  -2.001210
H  -5.282298  -0.674453  -4.939069
S  2.837653  1.673012  2.916751
H  -4.403832  -0.891726  -1.338188
H  6.474758  -4.698227  3.307639
N  -4.740915  -1.690153  -3.198158
H  5.926568  -4.566308  -0.362485
C  -0.589442  5.171355  1.334280
H  4.232782  -2.384851  1.474817
H  -2.078432  5.126914  -0.248775
H  -0.508002  6.104055  1.919638

Forces on atoms 1 to 6 (eV/Å):
0.1 0.0 0.1
-0.4 -0.1 0.6
-1.4 1.2 -3.4
0.9 -1.0 0.1
-1.6 0.4 0.3
0.6 -1.9 -0.5

- maximum force (eV Å⁻¹) = 6.78
- Kohn-Sham gap (eV) = 8.82
- highest occupied orbital energy (Eh) = -0.3332

Atomic partial charges in e from the natural (NBO) method, atoms 1 to 8:
1. H 0.213
2. H 0.203
3. O -0.847
4. C -0.110
5. C 0.052
6. F -0.453
7. H 0.176
8. H 0.198

***

> Look up the highest occupied orbital energy of the first one.

-0.3515 Eh

***

> Kohn-Sham gap of number 1 (C13H29BNO8P)?

9.64 eV

***

Repeat the first record exactly.
The following is a DFT calculation (ωB97M-V/def2-TZVPD) of a cluster of 2 separate species, C13H29BNO8P in total.

Geometry (Å):
O  2.007102  -5.494022  2.393220
N  0.176852  -2.705742  1.808778
H  1.788428  -1.666620  2.808075
O  3.552131  -0.658655  0.467725
H  -2.260206  2.163404  -0.372115
H  0.139082  -3.657615  2.142881
O  0.610076  -5.910345  0.376966
H  1.487971  -3.842562  -3.034731
O  3.183647  -6.025783  0.173845
B  2.324379  -3.781829  -1.289637
H  0.875775  2.127416  -2.468251
O  1.473731  -1.468751  0.242610
H  -2.311540  3.899283  -0.193580
H  -1.115181  -0.782317  3.000733
H  0.131577  -0.212413  4.100509
H  -0.016589  3.177921  -0.420675
H  -0.712016  1.955035  3.466614
H  -0.237277  2.659375  1.911112
H  -2.003151  4.482350  -3.398886
C  -3.256088  5.723374  -2.162059
H  -3.199031  6.588005  -2.824419
H  0.475739  -5.755695  -0.572881
C  0.716185  -1.851661  2.892552
H  0.590695  -2.419995  3.814802
H  1.380665  0.499216  1.881740
C  0.847434  -2.715375  0.518159
O  1.242408  -3.947020  -2.107221
H  -2.984011  2.295995  -2.705852
H  -4.110034  3.116619  -1.653977
C  -0.630733  3.188304  -1.324897
H  -0.202728  0.459384  1.179392
H  4.237333  -3.918619  -1.137094
H  -2.529089  5.875358  -1.363150
C  -0.053339  -0.546244  3.076259
H  0.093565  -2.902028  -0.242846
C  -2.989667  4.431922  -2.930331
P  2.038658  -5.365772  0.813454
H  0.994257  2.387850  3.112491
H  -0.341087  1.078899  -1.741466
C  0.322706  0.589377  2.125304
H  -3.709883  4.351764  -3.748545
H  -0.733306  2.037695  -3.174084
C  -0.185267  2.043190  -2.230509
H  -4.251905  5.710518  -1.714408
O  3.570735  -3.729244  -1.811166
H  -0.429001  4.143559  -1.816808
C  2.048427  -3.640328  0.310021
H  1.177194  -5.872778  2.715699
C  2.791542  -1.552511  0.516862
C  -2.098745  3.102529  -0.911880
C  -3.098211  3.176262  -2.067193
O  3.111825  -2.826550  0.858033
C  0.067965  1.985868  2.710820

Forces on atoms 1 to 6 (eV/Å):
-0.6 0.0 0.0
0.5 0.3 0.1
0.1 0.1 -0.1
0.6 0.8 0.1
0.0 0.0 0.0
-0.2 0.0 -0.1

- maximum force (eV Å⁻¹) = 1.46
- Kohn-Sham gap (eV) = 9.64
- highest occupied orbital energy (Eh) = -0.3515

Atomic partial charges in e from the natural (NBO) method, atoms 1 to 8:
1. O -0.970
2. N -0.647
3. H 0.181
4. O -0.547
5. H 0.200
6. H 0.361
7. O -0.991
8. H 0.512

***

Copy entry 3 word for word.
The following is a DFT calculation (ωB97M-V/def2-TZVPD) of a cluster of 3 separate species, C13H29F2N3O7S in total.

Geometry (Å):
H  4.769895  -5.140234  3.118936
H  0.091440  5.277728  0.459883
O  2.855169  1.322620  4.352136
C  -1.172604  0.373077  -1.336675
C  0.985228  0.982282  1.084631
F  2.049502  3.089097  2.788432
H  -2.187014  3.077678  -0.942463
H  -4.636318  -3.760676  -2.983734
H  -1.208623  -0.628230  -1.822645
H  -6.281643  -3.076592  -2.979549
C  5.497961  -4.339224  2.978400
O  -2.479613  3.587150  1.091454
H  -5.053394  -2.429786  -5.131978
N  5.561627  -3.984598  1.572591
O  0.870092  0.086174  0.023579
C  -2.072270  4.924421  0.845337
O  6.175597  -6.087910  0.950119
C  -1.952904  2.721138  0.086121
H  -2.751102  1.228645  1.413881
C  5.907991  -4.937490  0.675021
C  -5.253653  -2.926921  -2.642450
F  2.807722  -0.384649  1.416468
H  5.342519  -2.509995  0.093760
H  -5.237739  -2.895687  -1.554071
O  4.202883  1.707520  2.357425
C  5.253403  -2.625697  1.173123
H  -2.775960  5.642857  1.308215
H  -1.709583  1.059512  -2.014489
H  0.002799  1.064132  1.610078
C  -4.679765  -1.534053  -4.640346
H  1.238376  2.019713  0.763166
H  5.208000  -3.474384  3.571795
N  1.940284  0.423363  2.111558
C  -2.592180  1.319447  0.315099
O  -3.877207  0.383471  -2.823275
H  -0.269197  4.273519  1.901183
H  -0.849431  2.743705  0.196163
H  -3.611005  1.285100  -0.130868
H  0.573352  1.791602  -1.225044
H  -3.646718  -1.354348  -4.943468
O  -1.778755  0.212780  -0.055074
H  5.947741  -1.940006  1.663939
C  -4.316355  -0.673617  -2.414623
C  0.353200  0.705610  -1.146980
H  0.889417  0.232134  -2.001210
H  -5.282298  -0.674453  -4.939069
S  2.837653  1.673012  2.916751
H  -4.403832  -0.891726  -1.338188
H  6.474758  -4.698227  3.307639
N  -4.740915  -1.690153  -3.198158
H  5.926568  -4.566308  -0.362485
C  -0.589442  5.171355  1.334280
H  4.232782  -2.384851  1.474817
H  -2.078432  5.126914  -0.248775
H  -0.508002  6.104055  1.919638

Forces on atoms 1 to 6 (eV/Å):
0.1 0.0 0.1
-0.4 -0.1 0.6
-1.4 1.2 -3.4
0.9 -1.0 0.1
-1.6 0.4 0.3
0.6 -1.9 -0.5

- maximum force (eV Å⁻¹) = 6.78
- Kohn-Sham gap (eV) = 8.82
- highest occupied orbital energy (Eh) = -0.3332

Atomic partial charges in e from the natural (NBO) method, atoms 1 to 8:
1. H 0.213
2. H 0.203
3. O -0.847
4. C -0.110
5. C 0.052
6. F -0.453
7. H 0.176
8. H 0.198